Density functional theory data (ωB97M-V/def2-TZVPD) for a structure of composition C20H52BaN4O8 at a distorted geometry.

Structure (XYZ):
```
85
Properties=species:S:1:pos:R:3:lowdin_charge:R:1
Ba -0.289 0.700 1.171 1.85
O -4.808 3.167 2.503 -0.39
C -3.693 3.168 3.252 -0.56
C -2.303 3.293 2.522 -0.51
O -2.161 2.618 1.358 -0.52
H -3.606 2.196 3.838 0.04
H -3.684 3.975 4.039 0.06
H -1.567 2.933 3.312 0.07
H -2.050 4.386 2.444 0.07
O 3.477 -0.671 5.109 -0.34
C 3.866 -0.559 3.857 -0.60
C 3.025 0.315 2.890 -0.46
O 1.655 0.251 2.952 -0.52
H 3.900 -1.583 3.336 0.05
H 4.918 -0.149 3.726 0.06
H 3.374 -0.003 1.854 0.05
H 3.355 1.388 2.948 0.08
C -1.782 3.665 -3.137 -0.05
C -1.516 2.227 -2.626 -0.41
C -0.678 1.464 -3.641 -0.19
O -0.774 0.057 -3.407 -0.22
C 0.091 -0.705 -4.208 -0.12
N -0.866 2.214 -1.341 0.00
H -0.957 4.330 -2.872 0.07
H -2.684 4.055 -2.665 0.08
H -1.923 3.718 -4.223 0.06
H -2.490 1.739 -2.535 0.14
H 0.377 1.746 -3.522 0.12
H -1.046 1.662 -4.655 0.12
H -0.464 -1.172 -5.034 0.09
H 0.510 -1.519 -3.607 0.07
H 0.923 -0.123 -4.612 0.08
H 0.090 2.546 -1.374 0.04
H -1.352 2.841 -0.682 0.06
C 3.640 0.275 -2.079 -0.06
C 2.782 0.696 -0.881 -0.40
C 2.632 2.208 -0.930 -0.21
O 1.661 2.685 -0.030 -0.29
C 2.000 3.889 0.602 -0.09
N 1.480 0.035 -0.889 -0.03
H 4.589 0.818 -2.137 0.08
H 3.095 0.449 -3.013 0.06
H 3.879 -0.790 -2.037 0.08
H 3.266 0.461 0.069 0.11
H 2.367 2.552 -1.948 0.12
H 3.599 2.667 -0.698 0.13
H 2.125 4.709 -0.118 0.09
H 2.885 3.783 1.242 0.10
H 1.188 4.159 1.280 0.10
H 1.000 0.070 -1.788 0.05
H 1.562 -0.972 -0.752 0.05
C 2.144 -3.601 2.486 -0.06
C 1.429 -2.784 1.396 -0.41
C 0.934 -3.724 0.329 -0.20
O 1.021 -3.134 -0.980 -0.22
C 0.900 -4.085 -2.009 -0.11
N 0.311 -2.015 1.988 -0.05
H 1.432 -4.283 2.974 0.08
H 2.560 -2.960 3.265 0.06
H 2.946 -4.230 2.082 0.07
H 2.166 -2.059 1.040 0.13
H -0.135 -3.946 0.511 0.12
H 1.422 -4.704 0.335 0.12
H 0.189 -4.868 -1.721 0.09
H 1.879 -4.478 -2.292 0.09
H 0.443 -3.592 -2.873 0.07
H 0.801 -1.412 2.681 0.03
H -0.347 -2.683 2.373 0.08
C -3.389 -2.275 -1.597 -0.06
C -2.865 -1.246 -0.587 -0.41
C -3.368 -1.599 0.806 -0.24
O -2.820 -0.741 1.755 -0.29
C -3.712 -0.394 2.813 -0.07
N -1.405 -1.139 -0.573 -0.05
H -4.464 -2.153 -1.736 0.07
H -3.097 -3.299 -1.353 0.07
H -2.915 -2.061 -2.563 0.07
H -3.286 -0.275 -0.862 0.15
H -3.135 -2.656 1.037 0.13
H -4.464 -1.510 0.798 0.13
H -4.578 0.132 2.412 0.10
H -3.156 0.231 3.502 0.07
H -4.001 -1.305 3.363 0.09
H -0.983 -1.953 -0.135 0.04
H -1.075 -1.053 -1.528 0.04
```

The calculation puts the HOMO-LUMO gap at 2.93 eV. The value obtained for the total energy is -1639.49784 Ha. As for the charge: -2. The spin multiplicity is 1. The HOMO energy is 0.46 eV.

***

Density functional theory data (ωB97M-V/def2-TZVPD) for a structure of composition C34H44N6O5PdSbSeSi3 at a distorted geometry.

Structure (XYZ):
```
95
Properties=species:S:1:pos:R:3:mulliken_spin:R:1
Pd 1.143 1.416 0.098 1.54
O 2.965 6.055 -3.829 0.00
C 2.548 4.917 -3.212 -0.01
C 3.359 4.258 -2.338 0.00
C 2.859 3.197 -1.567 -0.01
N 1.537 2.918 -1.519 0.11
C 0.772 3.571 -2.461 0.00
C 1.219 4.526 -3.345 0.01
C -0.678 3.305 -2.405 -0.01
O -1.376 3.308 -3.379 0.00
O -1.074 3.144 -1.132 -0.01
C 3.770 2.315 -0.738 0.00
O 4.974 2.533 -0.728 0.01
O 3.241 1.295 -0.138 0.08
H 3.918 6.289 -3.745 0.00
H 4.438 4.412 -2.272 0.00
H 0.489 5.027 -3.994 0.00
C -2.880 -2.126 0.644 0.12
Sb -1.230 -1.089 -0.322 0.09
C -0.891 1.023 0.468 0.51
C -0.846 0.559 1.841 -0.16
C -0.808 1.261 3.062 0.12
C -0.830 0.480 4.281 -0.02
C -0.798 -0.891 4.284 0.05
C -0.742 -1.536 2.996 -0.01
N -0.762 -0.806 1.932 0.01
Si -2.108 2.165 -0.325 0.08
C -8.203 -1.930 0.056 0.92
C -3.126 1.164 -1.588 0.06
C -3.234 3.128 0.857 0.00
C 0.285 -2.612 -0.558 0.21
C 1.359 -2.370 0.448 -0.08
C 2.007 -3.380 1.136 0.01
C 2.904 -3.109 2.155 0.00
C 3.230 -1.777 2.420 0.01
C 2.665 -0.809 1.650 0.02
N 1.752 -1.095 0.731 -0.02
Si -0.457 -4.374 -0.469 0.04
C -0.969 -4.963 1.333 0.00
C 0.603 -5.708 -1.222 0.00
C -2.079 -4.280 -1.533 0.03
Si 0.921 -2.179 -2.301 0.06
C -0.385 -2.648 -3.512 0.03
C 2.466 -3.094 -2.639 0.00
C 1.406 -0.336 -2.639 0.02
H -2.963 -1.756 1.659 0.00
H -2.796 -3.171 0.743 -0.01
H -3.761 -1.867 0.066 0.02
H -0.756 2.322 3.069 0.01
H -0.773 1.094 5.201 0.00
H -0.761 -1.398 5.243 0.00
H -0.644 -2.589 2.839 0.00
H -8.609 -1.223 -0.705 0.02
H -8.063 -1.650 1.126 0.02
H -7.656 -2.752 -0.355 0.03
H -3.853 0.586 -1.031 0.01
H -2.518 0.510 -2.194 -0.02
H -3.753 1.784 -2.246 0.01
H -4.105 2.487 1.042 0.00
H -3.632 3.976 0.303 0.00
H -2.853 3.457 1.814 0.00
H 1.793 -4.401 0.936 0.00
H 3.325 -3.941 2.698 0.00
H 3.856 -1.496 3.271 0.00
H 2.964 0.224 1.862 0.00
H -1.546 -4.162 1.871 0.00
H -0.088 -5.131 2.001 0.00
H -1.634 -5.793 1.286 0.00
H 1.659 -5.831 -0.894 0.00
H 0.656 -5.547 -2.311 0.00
H 0.077 -6.635 -1.029 0.00
H -2.906 -4.723 -0.945 0.00
H -1.938 -4.901 -2.451 0.00
H -2.462 -3.329 -1.879 -0.01
H -0.300 -3.727 -3.682 0.00
H -0.215 -2.152 -4.489 0.01
H -1.423 -2.397 -3.281 -0.01
H 2.457 -4.120 -2.334 0.00
H 3.352 -2.580 -2.210 0.00
H 2.650 -3.038 -3.682 0.00
H 2.070 -0.368 -3.527 0.00
H 2.071 0.018 -1.746 0.00
H 0.575 0.352 -2.892 0.02
Se 4.552 3.283 3.102 0.00
N 3.622 4.689 3.596 -0.01
C 2.353 4.666 3.015 0.00
C 1.387 5.537 3.078 0.00
C 0.141 5.281 2.477 0.00
C 0.186 4.187 1.696 -0.03
N 1.089 3.009 1.589 0.09
C 2.087 3.359 2.391 0.00
N 3.286 2.315 2.435 0.02
H 1.694 6.447 3.597 0.00
H -0.706 5.949 2.513 0.00
H -0.538 3.995 0.879 0.00
```

The relative energy (zero: lowest compared OMol25 entry of this formula, charge and spin) is 0.0 kJ/mol. The calculation puts the HOMO-LUMO gap (spin up / spin down) at 5.82 / 6.92 eV. The value obtained for the total energy is -5664.40693 Ha. As for the charge: +1. The spin multiplicity is 5. The HOMO energy (spin up / spin down) is -9.87 / -10.99 eV.

***

Density functional theory data (ωB97M-V/def2-TZVPD) for the ion C6H10N3O2 with charge +1 at a distorted geometry.

Structure (XYZ):
```
21
Properties=species:S:1:pos:R:3:nbo_charge:R:1
C 0.306 0.505 -1.453 0.85
C 0.055 -1.447 -0.201 1.01
C 1.497 -1.525 -2.483 0.20
C 0.445 0.173 2.419 -0.64
C -1.808 0.547 1.345 -0.62
C -0.324 0.634 1.101 -0.04
N 0.880 -0.249 -2.438 -0.68
N 0.021 -0.184 -0.067 -0.51
N 1.809 -1.846 -3.679 -0.71
O -0.103 1.612 -1.565 -0.48
O -0.038 -2.582 -0.356 -0.28
H 0.330 0.984 3.271 0.26
H -0.227 -0.529 2.804 0.21
H 1.494 -0.274 2.397 0.25
H -2.488 0.896 0.619 0.24
H -1.961 1.155 2.301 0.25
H -2.066 -0.419 1.526 0.21
H -0.050 1.660 0.926 0.26
H 0.789 0.308 -3.286 0.41
H 1.632 -1.259 -4.502 0.38
H 2.301 -2.651 -3.811 0.42
```

The relative energy (zero: lowest compared OMol25 entry of this formula, charge and spin) is 347.4 kJ/mol. The calculation puts the HOMO-LUMO gap at 9.15 eV. The value obtained for the total energy is -549.03416 Ha. As for the charge: +1. The spin multiplicity is 1. The HOMO energy is -13.59 eV.